C4H11N2O | ωB97M-V/def2-TZVPD

```
18
Properties=species:S:1:pos:R:3:lowdin_charge:R:1
O -0.03235 1.83817 0.12587 0.05
N 0.16121 0.78371 2.45875 0.19
N -0.27245 -0.18509 -0.92924 -0.13
C 0.01313 -1.60805 -1.05053 -0.02
C 0.80085 0.02990 1.30775 -0.01
C 0.08944 0.62422 0.04601 -0.48
C -0.77087 0.46546 -2.17618 0.01
H -0.52434 1.52757 -2.10666 0.09
H -1.85361 0.26611 -2.26733 0.10
H 0.77248 1.04259 3.24767 0.18
H -0.29288 -0.10988 -3.05604 0.12
H -0.62816 0.26612 2.88188 0.18
H 0.49659 -1.99336 -0.18463 0.07
H -0.34660 1.61650 2.17752 0.15
H 0.71483 -1.72321 -1.89069 0.11
H -0.87862 -2.17546 -1.35724 0.11
H 1.80733 0.37441 1.20638 0.13
H 0.74400 -1.03971 1.56670 0.13
```

The highest occupied orbital energy comes out at -13.7 eV. For the relative energy (zero: lowest compared OMol25 entry of this formula, charge and spin), the calculation gives 146.55 kJ/mol. For the frontier orbital gap, the calculation gives 10.1 eV. For the molecular weight, the calculation gives 103.14 g mol⁻¹. Its total charge is +1.